C66H120N21O17P5 | the ωB97M-V functional and the def2-TZVPD basis

Element x y z (Å)
C -2.712 -4.897 0.511
C -2.442 -6.243 0.263
C -1.263 -6.590 -0.405
C -0.416 -5.584 -0.740
C -0.624 -4.255 -0.431
C -1.832 -3.931 0.144
N 0.707 -5.924 -1.557
O 0.801 -7.090 -1.955
O 1.520 -5.087 -1.853
H -3.644 -4.573 0.948
H -3.142 -7.020 0.548
H -1.079 -7.625 -0.622
H 0.072 -3.486 -0.707
H -2.122 -2.882 0.198
C -0.825 3.103 0.161
C -1.782 2.645 -0.728
C -2.564 3.538 -1.448
C -2.240 4.877 -1.256
C -1.297 5.369 -0.413
C -0.541 4.478 0.315
N -3.096 5.804 -1.900
O -4.044 5.346 -2.521
O -2.760 6.982 -1.903
H -0.268 2.393 0.777
H -2.127 1.616 -0.734
H -3.359 3.190 -2.083
H -1.145 6.449 -0.333
H 0.165 4.839 1.070
C -3.053 -5.418 -3.051
C -2.304 -6.458 -3.650
C -1.349 -6.162 -4.619
C -1.231 -4.844 -5.027
C -1.964 -3.818 -4.446
C -2.907 -4.110 -3.487
N -0.162 -4.501 -5.930
O 0.022 -3.273 -6.121
O 0.508 -5.384 -6.393
H -3.886 -5.734 -2.409
H -2.443 -7.458 -3.323
H -0.803 -6.937 -5.079
H -1.871 -2.768 -4.732
H -3.476 -3.331 -3.020
C 0.360 -1.554 -2.439
C 1.675 -1.677 -1.982
C 2.028 -1.217 -0.721
C 0.956 -0.817 0.127
C -0.373 -0.823 -0.272
C -0.678 -1.095 -1.583
N 1.257 -0.560 1.478
O 2.356 -0.900 1.930
O 0.422 -0.025 2.141
H 0.074 -1.774 -3.463
H 2.474 -1.957 -2.657
H 3.053 -1.072 -0.389
H -1.066 -0.516 0.483
H -1.650 -0.914 -2.035
C 1.866 0.723 6.173
C 1.224 0.169 7.287
C 0.951 -1.181 7.307
C 1.330 -1.976 6.257
C 2.013 -1.452 5.164
C 2.243 -0.084 5.117
N 1.053 -3.401 6.323
O 0.374 -3.798 7.260
O 1.398 -4.162 5.436
H 2.203 1.735 6.260
H 1.092 0.748 8.176
H 0.423 -1.652 8.137
H 2.218 -2.075 4.304
H 2.829 0.317 4.296
C 9.813 0.798 -0.879
C 8.933 1.567 -0.127
C 7.603 1.191 -0.002
C 7.160 0.120 -0.808
C 8.008 -0.677 -1.496
C 9.359 -0.347 -1.564
N 5.791 -0.228 -0.803
O 5.008 0.537 -0.257
O 5.436 -1.225 -1.360
H 10.866 1.046 -0.957
H 9.288 2.460 0.358
H 6.838 1.775 0.531
H 7.592 -1.560 -1.974
H 10.075 -0.968 -2.098
O 5.113 -2.647 -8.032
P 4.881 -2.117 -6.672
N 3.533 -1.119 -6.697
C 2.653 -1.162 -7.854
C 3.118 -0.246 -5.617
N 6.294 -1.335 -6.159
C 6.408 -0.582 -4.907
C 7.278 -1.015 -7.204
N 4.603 -3.177 -5.350
C 3.335 -3.930 -5.269
C 5.782 -3.933 -4.924
H 1.679 -1.473 -7.461
H 3.016 -1.941 -8.538
H 2.470 -0.189 -8.324
H 3.644 -0.561 -4.707
H 2.018 -0.420 -5.461
H 3.352 0.787 -5.881
H 5.985 0.446 -5.028
H 5.839 -1.022 -4.075
H 7.461 -0.467 -4.653
H 8.284 -1.103 -6.748
H 7.195 -1.690 -8.042
H 7.253 -0.032 -7.694
H 3.409 -4.934 -5.697
H 3.129 -4.054 -4.197
H 2.557 -3.363 -5.766
H 5.526 -4.809 -4.315
H 6.416 -3.354 -4.271
H 6.347 -4.278 -5.796
O -3.589 -0.153 -0.798
P -4.866 0.390 -0.169
N -4.834 0.898 1.502
C -5.037 -0.132 2.487
C -4.049 2.015 2.038
N -6.060 -0.815 -0.306
C -7.456 -0.530 0.062
C -5.683 -2.156 -0.796
N -5.322 1.877 -0.900
C -5.620 1.727 -2.300
C -6.217 2.818 -0.251
H -5.859 -0.816 2.300
H -5.297 0.334 3.443
H -4.086 -0.679 2.587
H -3.734 2.695 1.271
H -3.185 1.575 2.583
H -4.645 2.568 2.807
H -7.534 0.255 0.802
H -8.043 -0.167 -0.808
H -7.966 -1.492 0.414
H -6.006 -2.299 -1.848
H -4.610 -2.316 -0.807
H -6.202 -2.939 -0.240
H -6.102 2.614 -2.644
H -4.742 1.626 -2.942
H -6.332 0.896 -2.515
H -7.234 2.450 -0.460
H -6.104 3.810 -0.766
H -6.090 2.837 0.834
O 3.037 2.648 -5.292
P 2.326 3.289 -4.138
N 2.221 4.989 -4.211
C 1.754 5.739 -3.045
C 3.265 5.644 -5.045
N 3.073 2.821 -2.739
C 2.572 2.866 -1.351
C 4.311 2.073 -2.863
N 0.666 2.871 -3.909
C -0.365 3.664 -4.521
C 0.363 1.471 -3.613
H 0.954 5.206 -2.496
H 1.272 6.663 -3.398
H 2.584 6.063 -2.391
H 4.206 5.765 -4.513
H 2.915 6.654 -5.222
H 3.395 5.101 -5.976
H 1.515 3.095 -1.349
H 2.800 1.914 -0.857
H 3.086 3.712 -0.832
H 4.956 2.468 -3.617
H 4.948 2.210 -1.974
H 4.164 0.980 -3.017
H -0.046 4.695 -4.607
H -0.408 3.276 -5.580
H -1.370 3.576 -4.032
H -0.500 1.473 -2.967
H 1.204 0.991 -3.072
H 0.161 0.909 -4.567
O -4.411 -3.395 3.363
P -3.422 -3.508 4.507
N -2.047 -2.579 4.447
C -1.079 -2.846 3.396
C -2.181 -1.138 4.804
N -2.923 -5.102 4.611
C -1.875 -5.662 5.441
C -3.548 -6.142 3.823
N -4.012 -3.091 6.016
C -3.219 -3.191 7.314
C -5.380 -2.742 6.261
H -0.273 -2.073 3.316
H -1.649 -3.010 2.464
H -0.514 -3.805 3.575
H -2.681 -1.066 5.767
H -2.709 -0.603 4.009
H -1.230 -0.675 5.055
H -1.021 -6.002 4.786
H -1.454 -4.961 6.137
H -2.292 -6.549 5.991
H -3.929 -6.862 4.576
H -4.405 -5.782 3.235
H -2.898 -6.668 3.098
H -2.140 -3.162 7.072
H -3.430 -2.334 8.032
H -3.422 -4.125 7.875
H -5.862 -3.558 6.815
H -5.868 -2.710 5.293
H -5.499 -1.817 6.858
O 0.672 5.564 3.095
P -0.382 5.365 4.118
N -1.935 5.926 3.958
C -2.874 5.304 3.065
C -2.167 7.364 3.917
N 0.111 6.100 5.577
C -0.732 6.214 6.814
C 1.607 6.249 5.815
N -0.640 3.670 4.411
C 0.032 2.646 3.542
C -1.693 3.189 5.307
H -2.726 4.246 2.895
H -2.978 5.915 2.169
H -3.857 5.318 3.551
H -1.519 7.993 4.508
H -3.166 7.579 4.261
H -2.102 7.700 2.862
H -0.239 6.965 7.480
H -1.716 6.459 6.423
H -0.759 5.332 7.454
H 1.721 7.215 6.308
H 2.042 5.450 6.433
H 2.060 6.250 4.826
H 0.631 1.901 4.065
H -0.689 2.172 2.872
H 0.671 3.162 2.816
H -2.373 3.995 5.640
H -1.346 2.754 6.248
H -2.314 2.421 4.848

E: -6722.28084 Eh
net charge: 0
ΔE to the lowest compared entry with this formula, charge and spin: 0.000 eV
HOMO-LUMO gap: 6.8 eV